DFT (ωB97M-V/def2-TZVPD) results for C46H43AlBNO7SSi as an isolated structure in a non-equilibrium geometry.

Output
Gap between HOMO and LUMO: 5.788 eV
LUMO energy: 0.1317 Ha
Energy above the lowest of the compared OMol25 structures with the same formula, charge and spin: 67.23 kJ/mol
Net charge: -2

Geometry as XYZ:
```
101
C46H43AlBNO7SSi ωB97M-V/def2-TZVPD
S -0.326 2.531 -0.394
Si -2.411 0.092 0.049
Al 0.118 -0.207 -0.280
O 1.910 0.110 0.141
O 0.500 -3.184 1.001
O -0.286 -3.184 -1.136
O 0.344 9.140 -1.108
O 0.172 0.160 1.764
O -0.343 9.109 1.007
O 3.649 0.077 1.529
N 0.126 0.071 -7.688
C -4.287 2.030 3.338
C 0.295 -4.450 0.614
C 1.401 0.553 -3.086
C -3.355 -1.596 -0.159
C 0.375 0.006 -2.304
C -3.155 0.109 4.192
C 0.780 6.311 -1.038
C 0.250 0.039 -5.136
C -0.018 4.194 -0.172
C 0.123 7.016 -0.009
C -0.305 -9.384 -0.632
C 0.136 -8.165 -2.742
C -0.581 4.896 0.918
C 2.373 -3.365 3.794
C 0.729 4.947 -1.105
C -2.153 -8.126 -1.717
C -0.794 -0.519 -4.386
C -3.941 1.228 4.413
C -0.706 -0.532 -3.013
C 1.717 3.706 3.464
C 1.379 -3.574 4.734
C -3.100 0.570 1.803
C -3.857 1.710 2.063
C 1.674 1.302 3.312
C -0.504 -5.623 -1.352
C -3.476 1.168 -1.165
C 2.453 2.383 5.317
C 0.194 -6.821 0.612
C 1.451 -1.208 3.268
C -0.508 6.256 0.997
C 2.460 0.088 1.274
C -2.752 -0.211 2.906
C 2.215 3.624 4.755
C 0.183 0.058 -6.536
C 1.446 2.554 2.750
C -0.301 -6.834 -0.685
C 2.408 -2.191 3.063
C -0.198 -4.449 -0.704
C 0.468 -1.416 4.231
C 0.432 -2.590 4.958
C 1.359 0.569 -4.465
C -0.646 -8.117 -1.423
C 2.196 1.229 4.600
C 0.024 8.457 0.047
C 0.495 -5.639 1.282
C 1.408 0.078 2.468
B 0.154 -2.345 -0.090
H -4.293 1.463 5.410
H -2.171 -1.113 2.745
H 1.338 -4.502 5.289
H 3.181 -2.029 2.331
H -0.339 -2.739 5.702
H -2.428 -9.026 -2.267
H 2.851 2.310 6.322
H 3.125 -4.124 3.620
H 2.262 0.977 -2.583
H 1.369 6.841 -1.784
H 1.545 4.668 3.005
H -4.543 0.945 -1.133
H -4.906 2.905 3.496
H 1.204 -8.120 -2.542
H -3.132 0.987 -2.179
H -2.436 -7.259 -2.305
H 0.756 -9.422 -0.393
H 1.240 4.416 -1.896
H -4.113 2.357 1.239
H 2.423 4.525 5.318
H 0.523 8.501 -1.808
H -3.124 -2.280 0.653
H -4.437 -1.482 -0.206
H -0.086 -9.086 -3.280
H 2.411 0.271 5.049
H 0.358 -7.749 1.137
H -1.109 4.324 1.668
H 1.061 2.613 1.742
H -3.033 -2.076 -1.079
H -0.120 -7.324 -3.379
H -1.652 -0.933 -4.907
H -0.897 -5.591 -2.356
H -0.875 -9.440 0.294
H -0.602 0.204 2.341
H -1.496 -0.985 -2.432
H -2.714 -8.098 -0.785
H 0.870 -5.664 2.294
H -0.267 -0.647 4.422
H -2.868 -0.521 5.026
H 2.173 0.990 -5.050
H -3.338 2.228 -0.981
H -0.551 -10.261 -1.233
H -0.961 6.791 1.820
```

---

DFT (ωB97M-V/def2-TZVPD) results for C10H12OSe as an isolated structure in a non-equilibrium geometry.

Output
Gap between HOMO and LUMO: 7.820 eV
LUMO energy: -0.0290 Ha
Energy above the lowest of the compared OMol25 structures with the same formula, charge and spin: 22.32 kJ/mol

Geometry as XYZ:
```
24
C10H12OSe ωB97M-V/def2-TZVPD
Se 1.530 0.315 1.604
O -0.063 -1.305 -1.081
C 1.795 0.782 -1.760
C -2.649 -0.056 1.272
C -0.822 1.960 0.694
C -3.057 1.174 0.711
C 1.643 -2.672 -0.155
C 2.068 -0.296 -0.784
C 1.069 -1.415 -0.727
C -1.291 -0.242 1.591
C -2.140 2.141 0.401
C -0.383 0.709 1.213
H 3.062 -0.366 -0.542
H -3.390 -0.770 1.551
H -0.964 -1.187 1.974
H 2.522 1.653 -1.745
H -4.155 1.422 0.463
H -2.485 2.944 -0.302
H 0.630 1.179 -1.747
H 2.621 -2.656 -0.592
H 1.118 -3.551 -0.392
H 1.633 -2.684 0.897
H 1.722 0.431 -2.787
H -0.016 2.489 0.242
```

---

DFT (ωB97M-V/def2-TZVPD) results for one molecule with the formula C6H8N2 in a non-equilibrium geometry.

Output
Gap between HOMO and LUMO: 8.704 eV
LUMO energy: 0.0089 Ha
Structure (SMILES): [H]/N=C(\C#C)NC(=C)C
Energy above the lowest of the compared OMol25 structures with the same formula, charge and spin: 561.17 kJ/mol

Geometry as XYZ:
```
16
C6H8N2 ωB97M-V/def2-TZVPD
N 0.363 -0.478 -1.996
N -0.538 0.073 0.232
C -0.679 -0.093 -1.165
C 1.697 -0.897 0.458
C 0.785 0.526 2.379
C -2.877 1.211 -1.803
C -1.993 0.440 -1.510
C 0.608 0.168 1.074
H 2.196 -1.204 1.417
H -0.026 0.787 3.140
H 0.176 -0.951 -2.953
H 0.890 -1.643 0.133
H -3.705 1.649 -2.520
H 2.484 -0.576 -0.396
H 1.990 0.660 2.781
H -1.372 0.328 0.727
```

---

DFT (ωB97M-V/def2-TZVPD) results for a 2-piece molecular cluster, C8H16NO5P overall in a non-equilibrium geometry.

Output
Gap between HOMO and LUMO (alpha / beta): 7.327 / 7.326 eV
LUMO energy (alpha / beta): -0.0664 / -0.0665 Ha
Energy above the lowest of the compared OMol25 structures with the same formula, charge and spin: 333.96 kJ/mol

Geometry as XYZ:
```
31
C8H16NO5P ωB97M-V/def2-TZVPD
P 0.221 0.173 -0.544
O 1.488 -0.285 0.452
O 0.985 1.341 -1.344
O -0.349 -0.718 -1.545
O -2.032 1.689 -0.798
O -2.665 1.837 1.319
N -1.861 1.511 0.436
C -3.351 -1.165 0.611
C 2.397 -1.208 -0.148
C -2.662 -1.396 -0.734
C 1.397 2.893 0.445
C 1.932 -2.596 -0.027
C 1.933 2.154 -0.761
C -0.816 0.835 0.794
C -2.008 -1.511 0.571
H -3.634 -0.142 0.894
H 2.165 3.641 0.934
H 3.403 -0.931 0.176
H 2.725 1.470 -0.437
H 0.842 -2.575 -0.392
H 2.304 -1.190 -1.182
H 0.510 3.462 0.139
H -2.529 -0.564 -1.405
H -1.187 -1.800 1.203
H 2.568 2.728 -1.448
H -2.673 -2.246 -1.362
H -4.141 -1.798 0.956
H 1.029 2.199 1.173
H -0.510 0.609 1.849
H 2.408 -3.268 -0.769
H 2.110 -3.148 0.945
```